[1]
The following is a DFT calculation (ωB97M-V with the def2-TZVPD basis set) of a 2-piece molecular cluster, C3H8NO2S overall in a non-equilibrium geometry.

Positions of all 15 atoms, in Å:
C  -1.37212  1.47872  0.55396
C  -1.63432  0.08204  -1.22814
C  1.76695  -1.40819  1.04975
N  -0.97840  0.47570  -0.03765
O  2.20333  1.18285  0.48236
O  1.91607  -0.33054  -1.45691
S  1.78063  0.00237  -0.08261
H  -0.99724  1.92287  1.43763
H  -2.42108  1.72094  0.27720
H  -2.56934  0.69345  -1.36600
H  -1.93605  -1.01158  -1.37016
H  -1.01341  0.36680  -2.10284
H  0.95759  -1.23863  1.85089
H  1.58894  -2.44409  0.65282
H  2.70846  -1.49272  1.33969

Cartesian forces, eV/Å:
C -3.534 0.651 0.691
C -1.814 -0.711 -2.408
C -5.550 -0.829 -0.360
N 3.849 -1.800 -0.630
O 0.489 2.230 1.571
O -0.442 0.024 0.931
S -1.531 -3.200 -2.219
H 1.024 0.328 0.614
H 0.597 0.912 0.226
H 0.611 -0.623 0.170
H 0.782 1.404 0.744
H -0.105 -0.357 0.513
H 1.631 0.188 -1.098
H -0.395 1.393 -0.763
H 4.389 0.388 2.017

As for the net charge: +1. The calculation puts the HOMO-LUMO gap (alpha / beta) at 8.14 / 8.14 eV. Its total energy is -722.12042 a.u. The calculation puts the relative energy (zero: lowest compared OMol25 entry of this formula, charge and spin) at 113.5 kcal/mol. The HOMO energy (alpha / beta) comes out at -14.8 / -14.8 eV.

=====

[2]
The following is a DFT calculation (ωB97M-V with the def2-TZVPD basis set) of an isolated ion of composition C3H9N2 and charge +1 in a non-equilibrium geometry.

Positions of all 14 atoms, in Å:
C  2.11280  -0.03001  -0.04632
C  -0.34529  -1.28326  -0.14703
C  -1.36170  0.95948  0.28393
N  1.01918  0.59423  -0.16362
N  -0.31060  0.15455  -0.31876
H  2.22517  -1.06536  -0.08409
H  2.89290  0.72927  0.04657
H  -1.30394  -1.66523  -0.47514
H  0.35338  -1.71540  -0.91163
H  -0.15134  -1.64938  0.84916
H  -1.54621  0.46138  1.16737
H  -0.79825  1.89566  0.53326
H  -2.19082  1.09337  -0.39512
H  1.04974  1.60531  -0.35276

Cartesian forces, eV/Å:
C 0.756 2.326 0.003
C 0.112 -0.539 -2.052
C 2.683 1.747 -0.847
N -3.612 1.095 -0.571
N 2.535 -1.467 -0.841
H 0.121 -1.418 0.328
H 0.512 -1.005 -0.220
H -0.351 0.183 0.143
H -0.424 0.133 0.901
H 0.303 0.057 0.526
H -1.323 -0.613 2.126
H -1.364 -0.228 -0.123
H -0.113 0.069 0.040
H 0.165 -0.339 0.588

As for the net charge: +1. The calculation puts the HOMO-LUMO gap at 9.80 eV. Its SMILES is C=[NH+]N(C)C. Its total energy is -228.87747 a.u. The calculation puts the relative energy (zero: lowest compared OMol25 entry of this formula, charge and spin) at 68.6 kcal/mol. The HOMO energy comes out at -14.5 eV.

=====

[3]
The following is a DFT calculation (ωB97M-V with the def2-TZVPD basis set) of a 2-piece molecular cluster, C13H20BrF4IN2O2PS overall in a non-equilibrium geometry.

Positions of all 45 atoms, in Å:
C  1.99699  -1.92747  2.96302
C  1.73455  -2.52704  1.51993
C  1.69569  -1.37991  0.42843
F  1.38214  -1.85911  -0.85207
N  0.86680  -0.22509  0.83094
C  1.42208  1.06645  0.67990
C  0.42823  1.97964  1.18055
C  0.70014  3.51161  1.22203
C  1.77665  3.75091  2.38592
C  3.26786  3.48805  1.89412
Br  1.57758  5.52882  3.22682
N  -0.67674  1.20477  1.59910
P  -2.16032  1.83428  2.32787
S  -1.87248  3.34509  3.50548
C  -0.38259  -0.14319  1.37087
I  -1.67582  -1.76955  1.84520
H  2.94232  -1.32946  3.01439
H  2.12046  -2.80245  3.66144
H  1.13279  -1.32167  3.35085
H  2.63048  -3.15179  1.27087
H  0.83955  -3.19153  1.47780
H  2.75460  -1.00079  0.36922
H  2.41719  1.37027  0.30246
H  -0.23933  4.09642  1.40251
H  1.14642  3.87323  0.26092
H  1.52061  2.97984  3.16787
H  3.48489  2.40701  2.14193
H  3.26036  3.52906  0.76668
H  4.01296  4.17679  2.35285
H  -2.70553  0.76991  3.11830
H  -3.13971  2.08640  1.31104
C  -0.48330  -2.05154  -2.84262
C  -1.90564  -2.50718  -2.58791
O  -2.82808  -1.79041  -3.42089
C  -2.97269  -2.25578  -4.67247
O  -2.39173  -3.20174  -5.11663
C  -4.01586  -1.42882  -5.42587
F  -3.86284  -0.10666  -5.22367
F  -5.26529  -1.74003  -5.03364
F  -3.96184  -1.62635  -6.74674
H  -0.39898  -0.96892  -2.72019
H  0.19947  -2.53721  -2.16031
H  -0.17478  -2.28239  -3.86372
H  -2.18415  -2.28771  -1.55510
H  -2.01308  -3.58479  -2.72745

Cartesian forces, eV/Å:
C -0.327 -0.732 -0.006
C 0.512 0.570 -0.062
C 1.370 -1.660 0.795
F 0.200 0.917 2.036
N -0.165 1.139 -0.396
C -3.402 1.698 1.611
C 2.602 -0.933 -1.577
C -0.119 0.125 0.737
C -0.100 -0.955 -0.071
C -1.210 -0.787 -0.364
Br 0.012 -0.768 -0.524
N 1.158 -1.675 -0.988
P -1.114 1.539 2.058
S 0.119 -0.525 -0.691
C 0.460 0.616 -0.183
I 0.732 1.073 -0.446
H -0.854 -0.427 -0.164
H -0.098 0.950 -0.643
H 0.876 -0.489 -0.398
H -0.863 0.472 -0.009
H 0.720 0.661 0.028
H -1.224 -0.040 -0.058
H -0.890 -0.878 0.191
H 0.965 -0.637 -0.054
H -0.502 -0.603 0.650
H 0.312 1.196 -0.446
H 0.158 1.227 -0.049
H 0.392 0.402 1.125
H -0.644 -0.653 -0.448
H 0.583 -0.028 -1.040
H 0.867 -0.591 -0.020
C -0.226 0.036 -0.589
C 0.500 -0.191 0.255
O -0.475 0.093 -0.341
C 0.704 -0.533 0.855
O -0.356 0.334 -0.260
C -1.059 0.890 -1.022
F 0.252 -0.364 0.211
F 0.442 -0.191 0.224
F 0.321 -0.246 0.499
H -0.019 -0.045 0.116
H -0.237 -0.190 -0.221
H -0.072 -0.070 0.049
H -0.245 0.157 -0.163
H -0.058 0.116 -0.207

As for the net charge: +1. The calculation puts the HOMO-LUMO gap at 8.20 eV. Its total energy is -4777.78417 a.u. The HOMO energy comes out at -12.5 eV.

=====

[4]
The following is a DFT calculation (ωB97M-V with the def2-TZVPD basis set) of a 2-piece molecular cluster, FH3N2OS overall in a non-equilibrium geometry.

Positions of all 8 atoms, in Å:
N  -1.59911  0.27643  -0.22187
N  -0.91341  -0.56683  0.59513
O  1.12871  0.80365  0.48619
F  -0.34593  -1.56309  -0.14423
S  1.95160  -0.17549  -0.28368
H  -1.22604  0.37574  -1.17045
H  -2.00479  1.06756  0.24190
H  3.00896  -0.21797  0.49700

Cartesian forces, eV/Å:
N 0.686 -1.800 -1.039
N -1.265 1.135 1.430
O -0.531 0.591 0.024
F -0.394 -0.013 -0.955
S 0.212 0.103 -0.706
H -0.220 0.264 0.525
H 0.289 0.106 0.218
H 1.223 -0.386 0.503

As for the net charge: 0. The calculation puts the HOMO-LUMO gap (alpha / beta) at 7.21 / 9.88 eV. Its total energy is -684.40652 a.u. The calculation puts the relative energy (zero: lowest compared OMol25 entry of this formula, charge and spin) at 86.0 kcal/mol. The HOMO energy (alpha / beta) comes out at -8.1 / -9.0 eV.

=====

[5]
The following is a DFT calculation (ωB97M-V with the def2-TZVPD basis set) of C15H32As2N2O5Y as an isolated structure in a non-equilibrium geometry.

Positions of all 57 atoms, in Å:
O  -1.30861  -0.51661  -3.17793
H  -0.77557  -0.73922  -3.96253
Y  -0.55038  0.35475  -1.20304
N  -1.25875  2.22789  0.17786
N  -2.65761  1.24783  -1.66123
O  -0.28454  2.84991  1.05546
O  -3.30210  0.64763  -2.69964
C  -2.35973  2.96234  -0.12430
C  -3.19591  2.35161  -1.14230
C  -2.72457  4.26786  0.55804
C  -4.53696  2.87473  -1.51839
H  -1.88263  4.86901  0.91603
H  -3.36816  4.10050  1.43304
H  -3.25101  4.91973  -0.15111
H  -5.00464  2.24771  -2.28626
H  -4.41632  3.90324  -1.88767
H  -5.15979  2.90982  -0.60992
H  -0.85880  3.32692  1.69370
H  -2.27721  0.19750  -3.14377
O  -2.14934  -1.23655  -0.26593
H  -2.17446  -1.54701  0.64543
H  -3.03153  -1.37308  -0.66803
C  0.63444  1.83146  -2.47622
H  1.54975  1.24272  -2.25937
H  0.51698  2.78485  -1.98817
H  0.36958  1.76069  -3.55939
O  2.87343  3.50877  0.68119
H  1.94919  3.79021  0.51812
H  3.37253  4.28886  0.90623
C  3.24687  -1.62373  -1.37920
As  1.31423  -1.92050  -1.20264
C  1.02089  -3.36760  -2.50090
C  1.35470  -2.91607  0.50810
C  1.63983  -4.27993  0.53677
C  1.72126  -4.93935  1.77273
C  1.54179  -4.23622  2.95595
C  1.27661  -2.84777  2.94202
C  1.16289  -2.19259  1.71315
As  0.77368  -0.24903  1.56323
C  -0.11559  -0.03450  3.27991
C  2.54938  0.37504  2.05054
H  3.35454  -0.88107  -2.17810
H  3.68362  -2.59084  -1.64890
H  3.61514  -1.24563  -0.42172
H  2.00351  -3.65509  -2.87405
H  0.50232  -4.17249  -1.98356
H  0.39818  -2.91727  -3.27493
H  1.77791  -4.82746  -0.39458
H  1.91386  -6.00655  1.78667
H  1.61301  -4.74137  3.91838
H  1.17737  -2.29579  3.88697
H  0.62755  -0.06665  4.09070
H  -0.60900  0.94906  3.25409
H  -0.86724  -0.82549  3.41443
H  2.70463  0.14868  3.11447
H  3.28662  -0.14635  1.42866
H  2.59415  1.45248  1.84192

Cartesian forces, eV/Å:
O 0.911 -0.347 0.296
H -0.712 0.537 0.444
Y 0.361 -0.502 -0.116
N -1.568 2.804 0.066
N -2.436 2.359 -0.755
O -2.020 -0.249 -0.200
O 0.946 1.052 1.303
C 3.191 -1.374 1.784
C 0.373 -2.664 -1.080
C 0.038 0.092 -0.433
C 0.054 0.308 0.118
H 0.145 -0.380 -0.213
H -0.045 -0.141 -0.328
H -0.053 -0.289 0.256
H 0.216 0.223 0.289
H -0.274 -0.239 -0.013
H 0.010 0.036 -0.381
H 0.808 -0.142 -0.180
H -0.707 -1.130 -0.696
O -0.623 -0.151 -0.088
H -0.174 -0.140 -0.039
H 0.565 0.027 0.258
C -0.759 -1.038 -0.767
H 0.277 0.725 -0.101
H 0.690 0.589 -0.236
H 0.468 0.504 0.910
O -1.053 -0.402 -0.170
H 0.858 -0.113 0.123
H 0.131 0.454 0.050
C -0.628 0.053 -0.241
As 0.452 -1.057 0.498
C 0.091 0.809 0.372
C -0.111 0.343 0.134
C -0.116 0.187 0.479
C -0.112 0.203 -0.397
C -0.055 0.737 0.240
C 0.127 -0.507 -0.303
C -0.065 -0.033 -0.582
As 0.405 -1.054 0.538
C -0.321 0.394 0.062
C 0.021 0.386 -0.168
H 0.365 -0.213 0.225
H 0.175 0.362 0.146
H 0.121 -0.098 -0.345
H -0.259 -0.245 -0.132
H 0.006 -0.039 -0.303
H 0.088 -0.416 -0.080
H 0.048 0.023 0.297
H 0.020 0.100 0.089
H 0.004 0.039 -0.265
H -0.021 -0.368 -0.462
H -0.379 0.030 -0.258
H 0.139 -0.367 0.264
H 0.231 0.305 0.009
H 0.092 0.099 -0.393
H -0.148 0.192 0.261
H 0.210 -0.270 0.208

As for the net charge: +1. The calculation puts the HOMO-LUMO gap at 6.39 eV. Its total energy is -5586.06330 a.u. The calculation puts the relative energy (zero: lowest compared OMol25 entry of this formula, charge and spin) at 0.0 kcal/mol. The HOMO energy comes out at -10.0 eV.

=====

[6]
The following is a DFT calculation (ωB97M-V with the def2-TZVPD basis set) of a 2-piece molecular cluster, C9H14N3 overall in a non-equilibrium geometry.

Positions of all 26 atoms, in Å:
C  1.83206  -0.38358  -2.31904
C  0.47339  -0.69868  -2.22819
C  2.67108  -0.46716  -1.20042
C  -0.05066  -1.21011  -1.07416
C  2.12665  -0.87413  0.02768
C  0.77124  -1.36679  0.13253
C  0.08108  1.45290  -0.14139
C  -2.71619  0.08402  1.66610
C  0.31145  -1.82681  1.40288
N  -1.12496  1.05105  0.04648
N  0.67843  2.09689  -1.20230
N  -1.35889  0.62720  1.30273
H  2.14675  -0.16035  -3.29003
H  -0.07284  -0.56988  -3.11919
H  3.68840  -0.22281  -1.10027
H  -1.13528  -1.42193  -0.70088
H  2.74768  -0.99531  0.88009
H  0.77796  1.20178  0.64386
H  -3.14969  0.98257  2.04576
H  -3.04580  -0.20048  0.72786
H  -2.58710  -0.73471  2.40612
H  -0.78772  -2.18051  1.54957
H  1.01811  -1.93038  2.22092
H  1.55044  2.47743  -1.08668
H  0.22442  2.10179  -2.09661
H  -0.57910  0.80523  1.88929

Cartesian forces, eV/Å:
C -0.344 -0.632 1.386
C 0.649 -0.716 0.483
C -1.805 -0.520 1.771
C -1.700 -0.431 3.809
C -0.916 -0.912 -1.603
C 0.591 0.392 0.067
C 2.768 0.977 -0.572
C 3.365 1.025 1.315
C -1.887 0.152 -1.789
N -2.110 -0.179 0.174
N -4.209 -2.239 1.173
N 0.230 -0.576 -2.015
H 0.944 0.620 -1.150
H -0.974 0.008 -0.735
H 1.208 0.423 -0.847
H 1.675 0.261 -2.082
H 0.607 0.155 0.621
H 0.519 0.648 0.414
H -1.348 0.017 0.488
H -1.424 -0.797 -1.484
H -0.342 0.676 -0.579
H 2.281 0.515 -0.321
H -0.226 0.093 -0.029
H 2.293 0.804 0.215
H -0.094 0.380 -0.169
H 0.250 -0.145 1.456

As for the net charge: +1. The calculation puts the HOMO-LUMO gap (alpha / beta) at 7.67 / 5.64 eV. Its total energy is -515.21886 a.u. The calculation puts the relative energy (zero: lowest compared OMol25 entry of this formula, charge and spin) at 96.0 kcal/mol. The HOMO energy (alpha / beta) comes out at -12.5 / -11.3 eV.